Formula: C6H9N
Source: the Open Molecules 2025 dataset
Level of theory: ωB97M-V/def2-TZVPD

LUMO ... -0.06 eV
Kohn-Sham gap ... 9.482 eV
ΔE to the lowest compared entry with this formula, charge and spin ... 121.11 kcal/mol
Charge ... 0

XYZ file:
```
16
C6H9N, DFT ωB97M-V/def2-TZVPD
C 2.19 0.36 0.04
C 1.36 -0.90 -0.07
C 1.80 -2.10 0.20
C -0.07 -0.86 -0.58
N -1.03 -0.52 0.45
C -2.25 0.13 0.00
C -1.22 0.89 0.76
H 2.25 0.85 -0.94
H 3.21 0.14 0.38
H 1.74 1.06 0.75
H -0.10 -0.14 -1.42
H -0.36 -1.84 -0.99
H -3.17 -0.20 0.47
H -2.34 0.36 -1.07
H -0.63 1.63 0.21
H -1.36 1.12 1.81
```